Entry 1:
The following is a quantum chemistry calculation of a structure of composition C29H58O11P2SSi2 in a non-equilibrium geometry, from OMol25.

Cartesian coordinates (Å):
C (3.34, -0.58, 3.35)
C (3.33, -1.29, 1.97)
C (2.13, -0.80, 1.18)
O (2.24, -0.83, -0.25)
Si (2.81, -2.16, -1.00)
C (2.29, -3.78, -0.26)
C (0.83, -3.80, 0.20)
O (0.21, -4.95, -0.32)
C (-1.04, -5.25, 0.27)
C (-2.07, -5.44, -0.83)
O (-3.39, -5.29, -0.33)
C (-3.93, -4.03, -0.55)
C (-4.36, -3.65, -1.82)
C (-4.92, -2.38, -2.03)
C (-5.05, -1.47, -0.98)
C (-5.70, -0.07, -1.14)
C (-4.90, 0.93, -0.30)
C (-5.59, 0.34, -2.61)
C (-7.17, -0.27, -0.70)
C (-8.05, 0.95, -0.35)
C (-7.89, 1.37, 1.13)
C (-7.89, 2.15, -1.28)
C (-9.51, 0.48, -0.52)
C (-4.63, -1.89, 0.29)
C (-4.06, -3.15, 0.51)
O (4.45, -2.03, -1.16)
Si (5.05, -0.61, -1.81)
C (6.52, 0.06, -0.89)
C (6.14, 0.85, 0.39)
C (6.60, 2.29, 0.32)
O (6.68, 0.22, 1.55)
C (5.57, -0.93, -3.61)
P (5.99, 0.61, -4.42)
O (7.36, 1.04, -4.18)
O (4.93, 1.70, -3.95)
O (5.65, 0.44, -5.98)
P (2.03, -2.13, -3.14)
S (1.75, -0.31, -3.86)
H (2.34, -0.21, 3.57)
H (4.00, 0.28, 3.25)
H (3.72, -1.21, 4.13)
H (3.26, -2.36, 2.16)
H (4.26, -1.06, 1.48)
H (1.97, 0.25, 1.42)
H (1.23, -1.32, 1.52)
H (2.39, -4.54, -1.04)
H (2.96, -4.08, 0.54)
H (0.81, -3.83, 1.29)
H (0.28, -2.91, -0.12)
H (-0.93, -6.18, 0.82)
H (-1.35, -4.47, 0.96)
H (-1.99, -6.45, -1.23)
H (-1.87, -4.74, -1.64)
H (-4.27, -4.35, -2.64)
H (-5.25, -2.12, -3.02)
H (-5.14, 0.90, 0.75)
H (-3.85, 0.68, -0.38)
H (-4.99, 1.95, -0.66)
H (-4.56, 0.24, -2.93)
H (-5.85, 1.38, -2.75)
H (-6.22, -0.27, -3.25)
H (-7.67, -0.87, -1.45)
H (-7.14, -0.89, 0.20)
H (-8.74, 1.00, 1.70)
H (-7.01, 0.94, 1.59)
H (-7.90, 2.45, 1.24)
H (-6.87, 2.51, -1.36)
H (-8.50, 2.96, -0.91)
H (-8.27, 1.90, -2.27)
H (-10.20, 1.31, -0.38)
H (-9.73, -0.35, 0.15)
H (-9.67, 0.11, -1.53)
H (-4.73, -1.25, 1.15)
H (-3.75, -3.43, 1.51)
H (4.03, 0.45, -1.84)
H (7.00, 0.74, -1.59)
H (7.25, -0.71, -0.67)
H (5.06, 0.86, 0.52)
H (6.07, 2.82, -0.47)
H (7.67, 2.38, 0.21)
H (6.32, 2.77, 1.26)
H (7.63, 0.20, 1.44)
H (6.47, -1.53, -3.59)
H (4.78, -1.42, -4.17)
H (4.03, 1.34, -4.02)
H (5.64, -0.48, -6.25)
H (2.88, -2.93, -3.92)
H (0.82, -2.86, -3.11)
C (3.55, 7.17, 5.56)
C (2.36, 6.85, 4.68)
O (2.75, 6.14, 3.50)
C (2.98, 4.84, 3.65)
O (2.85, 4.21, 4.67)
O (3.34, 4.34, 2.48)
C (3.66, 2.95, 2.51)
H (4.31, 7.70, 4.99)
H (3.24, 7.79, 6.40)
H (4.00, 6.26, 5.95)
H (1.89, 7.76, 4.33)
H (1.61, 6.27, 5.22)
H (2.84, 2.37, 2.94)
H (4.58, 2.78, 3.06)
H (3.80, 2.63, 1.48)

**HOMO level**: -0.3202 Ha
**Charge**: 0

Entry 2:
The following is a quantum chemistry calculation of a cluster of 8 separate species, C29H58O14 in total in a non-equilibrium geometry, from OMol25.

Cartesian coordinates (Å):
C (-2.46, -1.61, -2.12)
O (-1.64, -1.88, -1.02)
C (-2.23, -2.02, 0.23)
O (-3.25, -1.40, 0.56)
O (-1.46, -2.82, 0.97)
C (-1.89, -3.02, 2.35)
H (-3.02, -2.50, -2.43)
H (-1.78, -1.32, -2.95)
H (-3.17, -0.79, -2.02)
H (-2.63, -3.82, 2.37)
H (-2.31, -2.07, 2.76)
H (-0.97, -3.23, 3.00)
C (3.24, 3.17, 1.40)
O (3.63, 1.79, 1.48)
C (3.49, 1.12, 2.63)
O (3.64, -0.05, 2.72)
O (3.30, 1.91, 3.66)
C (3.08, 1.16, 4.86)
H (3.57, 3.84, 2.21)
H (2.16, 3.10, 1.31)
H (3.77, 3.57, 0.56)
H (4.00, 0.72, 5.26)
H (2.34, 0.39, 4.62)
H (2.73, 1.86, 5.64)
C (-3.16, 4.93, 2.00)
O (-3.95, 3.99, 1.33)
C (-4.13, 2.81, 1.94)
O (-3.69, 2.56, 3.05)
O (-4.91, 2.03, 1.21)
C (-5.49, 0.83, 1.74)
H (-2.12, 4.53, 2.19)
H (-3.66, 5.15, 2.95)
H (-3.10, 5.87, 1.42)
H (-5.26, -0.06, 1.22)
H (-6.54, 1.01, 2.00)
H (-5.06, 0.61, 2.68)
C (3.47, -4.70, 2.77)
C (3.59, -3.42, 3.61)
C (2.26, -2.84, 3.21)
O (1.31, -3.95, 3.24)
C (2.11, -5.14, 2.97)
H (4.03, -5.62, 2.91)
H (3.57, -4.44, 1.74)
H (4.47, -2.89, 3.24)
H (3.63, -3.56, 4.66)
H (2.38, -2.42, 2.20)
H (1.89, -2.11, 3.95)
H (1.68, -5.59, 2.10)
H (2.07, -5.80, 3.83)
C (-0.72, 1.78, 0.72)
C (0.30, 0.81, 0.10)
C (0.79, -0.01, 1.32)
O (0.73, 0.89, 2.40)
C (-0.20, 2.03, 2.12)
H (-1.72, 1.30, 0.81)
H (-0.85, 2.73, 0.18)
H (1.08, 1.41, -0.36)
H (-0.12, 0.16, -0.71)
H (1.83, -0.35, 1.15)
H (0.21, -0.91, 1.47)
H (0.29, 2.99, 2.19)
H (-0.98, 1.91, 2.89)
C (1.51, 1.60, -4.72)
C (1.32, 0.55, -5.89)
C (0.06, -0.25, -5.47)
O (-0.12, 0.02, -4.09)
C (1.03, 0.80, -3.53)
H (0.90, 2.47, -4.93)
H (2.55, 1.93, -4.71)
H (2.12, -0.18, -5.84)
H (1.33, 0.97, -6.89)
H (0.26, -1.30, -5.66)
H (-0.90, 0.12, -5.96)
H (1.72, 0.13, -3.03)
H (0.68, 1.56, -2.79)
C (-3.63, 3.07, -1.97)
C (-3.06, 2.12, -3.03)
C (-2.14, 3.01, -3.79)
O (-1.52, 3.90, -2.72)
C (-2.58, 4.16, -1.82)
H (-3.80, 2.50, -1.01)
H (-4.60, 3.50, -2.26)
H (-3.87, 1.63, -3.64)
H (-2.49, 1.28, -2.59)
H (-2.63, 3.73, -4.53)
H (-1.34, 2.45, -4.25)
H (-3.04, 5.12, -2.05)
H (-2.15, 4.22, -0.82)
C (1.92, -3.58, -0.41)
C (1.25, -3.93, -1.78)
C (1.69, -2.72, -2.66)
O (2.55, -1.90, -1.84)
C (3.04, -2.69, -0.80)
H (2.31, -4.44, 0.15)
H (1.27, -3.08, 0.27)
H (0.18, -3.98, -1.79)
H (1.66, -4.89, -2.12)
H (0.85, -2.03, -2.94)
H (2.19, -3.20, -3.51)
H (3.33, -2.03, 0.06)
H (3.95, -3.27, -1.15)

**HOMO level**: -0.3449 Ha
**Charge**: 0
**ΔE to the lowest compared entry with this formula, charge and spin**: 16.5 kcal per mole